C18H20ClN3O2S in the gas phase, computed with wB97M-V/def2-TZVPD.

Results
- DFT total energy (hartree) = -1870.9639
- frontier orbital gap (eV) = 6.6

Atoms and positions in Å:
C (-0.501, -6.384, -3.120)
C (0.818, -5.723, -2.639)
N (0.663, -4.627, -1.725)
C (0.243, -3.319, -2.184)
O (0.072, -3.151, -3.362)
C (-0.002, -2.275, -1.216)
C (-0.361, -1.035, -1.730)
C (-0.234, 0.192, -0.930)
C (0.862, 0.504, -0.122)
C (1.063, 1.846, 0.394)
C (0.077, 2.756, 0.241)
C (-1.108, 2.445, -0.406)
C (-1.135, 1.240, -1.074)
C (-2.103, 3.603, -0.448)
C (-1.461, 4.639, 0.473)
N (-0.172, 3.955, 0.875)
C (0.734, 4.630, 1.826)
C (0.398, 4.465, 3.283)
C (0.505, 3.079, 3.947)
Cl (2.204, 2.883, 4.479)
C (0.321, -2.609, 0.154)
O (0.016, -1.851, 1.131)
N (0.869, -3.871, 0.479)
C (0.924, -4.839, -0.345)
S (0.850, -6.250, 0.459)
H (-1.374, -5.691, -3.058)
H (-0.617, -7.054, -2.352)
H (-0.523, -6.895, -4.062)
H (1.444, -6.551, -2.296)
H (1.262, -5.180, -3.510)
H (-0.634, -0.924, -2.735)
H (1.737, -0.211, 0.000)
H (1.926, 2.070, 0.980)
H (-2.062, 1.068, -1.583)
H (-2.225, 4.034, -1.443)
H (-2.976, 3.137, -0.031)
H (-2.106, 4.848, 1.392)
H (-1.319, 5.589, -0.061)
H (0.687, 5.698, 1.717)
H (1.795, 4.477, 1.706)
H (-0.553, 5.014, 3.348)
H (0.919, 5.022, 4.034)
H (-0.142, 2.954, 4.832)
H (0.149, 2.291, 3.184)
H (1.067, -3.997, 1.498)

Atoms 1-2, force components in eV/Å:
C -0.404 2.463 0.621
C -0.017 0.610 -3.479

2 unconnected molecules or ions with the total composition C3H11N3O2, computed with wB97M-V/def2-TZVPD.

Results
- DFT total energy (hartree) = -435.6885
- frontier orbital gap (eV) = 10.2
- ΔE to the lowest compared entry with this formula, charge and spin (eV) = 0.050

Atoms and positions in Å:
N (2.549, -1.425, -1.050)
C (1.299, -1.123, -0.539)
O (0.319, -1.028, -1.258)
O (1.292, -0.970, 0.755)
H (3.139, -2.034, -0.509)
H (2.526, -1.582, -2.043)
H (0.350, -0.650, 1.139)
N (-1.055, -0.457, 1.586)
C (-1.742, 0.442, 0.625)
C (-0.902, 1.655, 0.278)
N (-1.676, 2.543, -0.575)
H (-1.387, -0.291, 2.527)
H (-1.258, -1.434, 1.392)
H (-2.003, -0.113, -0.263)
H (-2.674, 0.808, 1.066)
H (-0.644, 2.216, 1.185)
H (0.055, 1.362, -0.145)
H (-1.229, 3.448, -0.634)
H (-1.732, 2.186, -1.517)

Atoms 1-2, force components in eV/Å:
N -0.193 0.163 -0.010
C -0.013 -0.492 -0.539

11 unconnected molecules or ions with the total composition C23H48Br3O13P, computed with wB97M-V/def2-TZVPD.

Results
- DFT total energy (hartree) = -9946.5284
- frontier orbital gap (eV) = 7.7

Atoms and positions in Å:
C (-4.537, 2.104, 2.192)
C (-4.603, 0.612, 2.264)
Br (-5.919, -0.073, 3.432)
C (-3.822, -0.185, 1.549)
Br (-3.932, -2.062, 1.705)
C (-2.816, 0.375, 0.611)
C (-3.180, 0.523, -0.729)
C (-2.276, 1.076, -1.630)
C (-1.005, 1.473, -1.212)
P (0.250, 2.218, -2.362)
O (-0.276, 3.762, -2.380)
Br (-0.506, 1.412, -4.321)
C (-0.645, 1.290, 0.121)
C (-1.540, 0.738, 1.054)
C (-1.057, 0.569, 2.457)
O (-1.764, 0.629, 3.427)
C (0.393, 0.324, 2.592)
C (1.225, 0.863, 1.706)
C (0.683, 1.709, 0.629)
O (1.248, 2.692, 0.221)
H (-3.512, 2.443, 2.317)
H (-4.850, 2.439, 1.207)
H (-5.125, 2.565, 2.973)
H (-4.160, 0.209, -1.046)
H (-2.583, 1.194, -2.658)
H (-0.142, 4.136, -1.498)
H (0.727, -0.291, 3.412)
H (2.293, 0.720, 1.794)
C (4.009, 3.071, 2.425)
O (4.702, 1.862, 2.116)
H (3.052, 2.801, 2.866)
H (4.575, 3.673, 3.140)
H (3.832, 3.651, 1.516)
H (5.549, 2.104, 1.724)
C (4.865, 5.504, 5.852)
O (5.911, 5.043, 5.003)
H (4.487, 6.432, 5.433)
H (4.049, 4.778, 5.900)
H (5.236, 5.696, 6.862)
H (6.246, 4.222, 5.373)
C (2.530, 2.693, -6.849)
O (1.362, 3.405, -6.445)
H (2.932, 3.195, -7.725)
H (3.286, 2.700, -6.059)
H (2.294, 1.662, -7.114)
H (1.006, 2.958, -5.670)
C (-0.834, -0.691, 6.926)
O (-0.029, -0.842, 5.762)
H (-0.191, -0.825, 7.791)
H (-1.282, 0.305, 6.964)
H (-1.627, -1.443, 6.953)
H (-0.611, -0.723, 5.004)
C (-7.080, -4.053, 2.727)
O (-6.297, -5.187, 2.350)
H (-8.048, -4.418, 3.059)
H (-6.598, -3.508, 3.542)
H (-7.224, -3.384, 1.876)
H (-5.442, -4.868, 2.053)
C (6.407, 0.429, -0.501)
O (7.240, 0.934, 0.543)
H (5.984, 1.275, -1.035)
H (6.986, -0.180, -1.201)
H (5.596, -0.171, -0.082)
H (7.606, 0.179, 1.010)
C (5.936, 1.022, -8.266)
O (4.546, 0.778, -8.091)
H (6.183, 1.964, -7.781)
H (6.527, 0.223, -7.811)
H (6.179, 1.094, -9.329)
H (4.349, -0.055, -8.532)
C (-6.651, -8.327, 0.757)
O (-7.650, -7.567, 1.414)
H (-7.136, -8.918, -0.016)
H (-5.907, -7.675, 0.287)
H (-6.146, -9.006, 1.452)
H (-7.211, -7.044, 2.097)
C (5.004, -0.245, -12.301)
O (4.413, 0.062, -11.041)
H (5.376, -1.265, -12.251)
H (4.269, -0.175, -13.106)
H (5.839, 0.427, -12.516)
H (4.084, 0.964, -11.083)
C (-6.132, -4.892, 6.018)
O (-5.369, -3.721, 5.739)
H (-7.085, -4.794, 5.504)
H (-5.625, -5.789, 5.652)
H (-6.318, -4.993, 7.090)
H (-4.527, -3.808, 6.193)

Atoms 1-2, force components in eV/Å:
C 0.359 0.029 -0.091
C -0.302 -0.091 0.086

5 unconnected molecules or ions with the total composition C3H16O4, computed with wB97M-V/def2-TZVPD.

Results
- DFT total energy (hartree) = -424.7898
- frontier orbital gap (eV) = 11.1
- ΔE to the lowest compared entry with this formula, charge and spin (eV) = 1.823

Atoms and positions in Å:
C (0.161, 0.269, 3.211)
C (0.091, -1.038, 2.469)
C (1.548, -1.551, 2.801)
H (0.328, 0.349, 4.281)
H (-0.732, 0.930, 3.245)
H (0.941, 0.897, 2.689)
H (-0.046, -1.180, 1.383)
H (-0.659, -1.749, 2.820)
H (1.686, -1.643, 3.891)
H (1.741, -2.614, 2.400)
H (2.148, -0.911, 2.162)
O (1.000, -0.895, -3.288)
H (1.310, -0.011, -3.081)
H (0.078, -0.890, -3.571)
O (0.500, 1.663, -0.027)
H (-0.253, 1.432, 0.527)
H (1.264, 1.114, 0.171)
O (-0.449, 1.193, -2.452)
H (-0.079, 1.699, -1.694)
H (-1.376, 1.425, -2.576)
O (-2.627, -0.156, -1.824)
H (-2.248, 0.312, -1.075)
H (-1.963, 0.011, -2.497)

Atoms 1-2, force components in eV/Å:
C -1.234 3.334 -1.472
C 1.356 -2.145 1.342